No. 1
61
Properties=species:S:1:pos:R:3:forces:R:3 method="wB97M-V/def2-TZVPD" gap_ev="3.6 / 3.6" s2=6.229 e_lumo_ev="-1.21 / -1.26" max_force_ev_per_a=4.739 multiplicity=5 e_above_lowest_ev=8.333
P 1.11421 2.79040 -0.85300 -1.2 1.3 -3.3
P -2.62532 1.64832 -0.86356 -0.6 1.7 -1.7
C -0.35773 3.12949 -1.91173 0.6 0.7 0.0
C -1.66689 3.22006 -1.13658 -0.6 0.8 0.1
H -0.37998 2.38020 -2.72002 0.2 0.0 0.4
H -0.12011 4.08160 -2.41624 -0.5 -0.1 0.1
H -1.49354 3.69655 -0.15710 -0.2 -0.2 -0.3
H -2.32096 3.90277 -1.70712 0.0 -0.2 0.4
C -3.75836 1.75275 -2.32370 -0.1 0.2 0.3
H -4.43362 0.88799 -2.35491 0.2 0.2 0.1
H -3.16376 1.71747 -3.24428 0.1 -0.1 0.3
H -4.35105 2.67341 -2.32406 0.1 -0.1 0.2
C -3.72460 1.87892 0.54056 -0.8 0.6 0.7
H -4.60634 2.48046 0.25296 0.3 -0.3 0.3
H -3.22025 2.39054 1.37515 -0.1 -0.2 -0.3
H -4.07412 0.90042 0.90483 0.1 0.2 -0.2
C 2.45754 3.33947 -1.94273 0.2 0.4 0.2
H 3.39354 3.05001 -1.45875 0.1 0.1 -0.2
H 2.46434 4.42159 -2.12622 -0.1 -0.2 0.2
H 2.39128 2.83741 -2.91521 -0.1 -0.2 0.4
C 1.11400 3.90567 0.56038 0.2 1.0 0.7
H 0.16432 3.93229 1.10934 0.2 -0.3 -0.2
H 1.32482 4.94130 0.24972 0.0 -0.2 0.0
H 1.89773 3.62398 1.27786 -0.1 -0.1 -0.2
Cr 0.41933 -0.05465 3.12094 0.9 -2.2 -0.2
C -2.04824 -0.10351 -1.24905 2.1 -3.3 -0.9
C -1.78843 -0.48117 -2.61989 -1.9 -0.5 1.6
C -0.51425 -0.41368 -3.29954 1.0 -0.1 -1.0
C 0.81582 -0.93495 -2.64673 -0.8 0.1 -1.4
C 1.61143 0.13123 -2.04192 0.9 1.0 -0.2
C 1.26777 0.94206 -0.92647 1.5 -3.0 3.4
C 0.14265 0.53807 0.12890 0.6 -0.2 1.0
C -0.96769 -0.46773 -0.14168 -1.4 0.5 -0.5
C 2.39153 -0.67788 3.37679 0.3 0.7 0.9
H -3.00231 -0.58100 -0.97403 0.0 0.2 0.2
H -2.62997 -0.91733 -3.19449 0.4 0.6 0.5
H -0.31016 0.63448 -3.57820 0.5 0.0 -0.3
H -0.65973 -0.94458 -4.24778 0.1 0.1 0.0
H 0.62327 -1.80611 -2.00191 -0.2 0.2 0.0
H 1.44528 -1.32705 -3.46635 -0.3 0.0 0.2
H 2.63271 0.27438 -2.44294 -0.5 -0.2 0.6
H 2.20187 0.93544 -0.31370 -0.2 0.2 0.2
H -0.38214 1.46005 0.51145 0.4 -0.4 -0.4
H 0.71026 0.16416 1.05406 -0.4 0.2 -1.2
H -0.63089 -1.47616 -0.30791 0.3 -0.2 -0.2
H -1.59037 -0.53094 0.76527 0.3 0.1 0.2
H 2.43288 -0.68391 4.50664 0.3 0.1 -0.9
H 3.04632 0.11913 2.96485 -0.1 -0.3 0.3
H 2.73872 -1.66043 3.01274 -0.4 0.6 0.1
S 0.12967 -2.36900 2.50168 -1.5 1.6 -1.2
C 0.86870 -3.88063 2.81653 1.1 -1.9 1.1
C 0.54722 -4.48289 4.05278 0.4 -0.3 -0.2
C 1.03738 -5.73226 4.41813 0.0 0.0 -0.1
C 1.85355 -6.46081 3.55677 0.0 0.0 0.1
C 2.17736 -5.90357 2.32448 -0.1 0.2 -0.3
C 1.71126 -4.63702 1.94172 -0.5 0.4 0.9
H -0.09591 -3.94287 4.73291 0.0 0.0 0.0
H 0.76669 -6.15541 5.38119 0.0 0.1 -0.1
H 2.23542 -7.45154 3.84623 -0.2 0.6 -0.2
H 2.78465 -6.48874 1.63170 -0.1 0.3 0.1
H 2.00319 -4.21624 0.99121 -0.1 0.0 -0.1

=====

No. 2
70
Properties=species:S:1:pos:R:3:forces:R:3 method="wB97M-V/def2-TZVPD" gap_ev=8.0 e_lumo_ev=0.51 max_force_ev_per_a=3.355 e_above_lowest_ev=0.000
C -1.30699 0.83260 -2.43769 -1.0 0.7 -0.4
S -2.64960 0.92791 -1.14404 0.0 0.6 -0.5
O -3.58887 2.07687 -1.50111 1.0 -1.3 0.1
C -3.56583 -0.63928 -1.35632 0.1 -0.2 -0.3
H -1.68042 1.14143 -3.41404 -0.7 -0.6 -0.1
H -0.81068 -0.13348 -2.52964 -0.1 0.2 0.4
H -0.64466 1.68088 -2.26494 0.3 -0.3 0.8
H -4.37138 -0.59831 -0.62316 -0.1 0.2 -0.1
H -2.96675 -1.51528 -1.10767 0.5 0.2 0.2
H -3.97840 -0.84564 -2.34390 0.0 0.5 -0.1
C 0.22865 -2.24803 -7.03132 0.0 0.0 0.1
S 0.36641 -1.05107 -5.68188 -1.6 0.3 0.6
O -0.93507 -1.07609 -4.85994 2.0 -0.4 -1.1
C 1.63417 -1.89105 -4.70169 -1.3 -0.4 0.4
H 0.12846 -3.26764 -6.65925 0.0 0.1 0.0
H 1.11540 -2.12719 -7.65355 0.1 -0.1 0.1
H -0.63247 -1.98825 -7.64702 0.0 0.1 0.2
H 1.61555 -1.31479 -3.77666 0.8 0.3 -0.2
H 2.57223 -2.05674 -5.23150 0.0 0.4 0.2
H 1.20092 -2.83517 -4.37149 0.0 -0.3 -0.3
C 4.28504 -1.85293 4.53198 -0.3 0.2 -0.7
S 3.52227 -0.35480 3.73160 -0.1 -0.1 0.0
O 3.47354 -0.58648 2.23255 0.4 -0.2 2.2
C 1.87772 -0.54668 4.56680 0.4 0.1 -0.4
H 4.08309 -1.97287 5.59637 -0.2 0.5 -0.1
H 5.36437 -1.81163 4.38551 -0.1 0.0 -0.2
H 3.83620 -2.69165 3.99981 0.2 -0.1 -0.1
H 1.04890 -0.15985 3.97391 0.3 0.1 -0.3
H 1.99596 0.12291 5.41871 -0.1 -0.2 0.2
H 1.66350 -1.57332 4.86381 0.1 0.1 0.0
C -5.17251 -0.89027 2.32048 -0.1 1.2 -0.2
C -3.79564 -0.57705 2.91156 -0.4 -0.1 -2.7
O -2.97626 -1.46362 2.14177 -0.3 -0.2 0.6
C -3.75375 -2.54283 1.74984 2.9 -1.6 -0.2
O -3.27637 -3.62157 1.44124 -1.3 2.4 0.4
O -5.00539 -2.18810 1.79516 -1.8 -0.7 -0.4
F -3.77503 -0.91526 4.18066 0.5 -0.4 2.1
H -5.40077 -0.15106 1.55265 0.1 -0.3 -0.5
H -6.05123 -0.87377 2.96521 0.5 -0.2 0.5
H -3.40378 0.42491 2.73657 -0.2 0.0 0.2
N 2.15941 4.62807 -1.91437 0.1 -0.4 1.5
C 3.45805 4.20181 -1.87027 0.2 -0.6 -1.4
C 3.44718 2.80571 -1.84355 1.3 1.6 1.0
C 2.15378 2.43789 -1.52162 -2.2 -0.2 -0.3
C 1.33264 3.56273 -1.57601 0.8 0.2 -0.4
H 1.90354 5.60510 -1.92140 -0.1 -0.3 0.1
H 4.26317 4.91908 -1.93109 0.0 -0.2 -0.3
H 4.29872 2.14201 -1.87183 0.0 0.2 0.0
H 1.82889 1.42411 -1.33970 -0.2 0.1 0.0
H 0.28673 3.75606 -1.38864 0.0 -0.3 -0.2
N -0.00742 3.16159 2.67249 -0.6 1.2 0.9
C -0.06277 2.17834 1.78130 0.3 -1.4 -2.2
C -0.81230 1.12771 2.25507 0.6 0.0 0.4
C -1.17186 1.51106 3.55841 -0.7 0.5 0.3
C -0.78809 2.82746 3.75390 0.6 -0.9 0.8
H 0.52019 4.00734 2.50989 -0.4 -0.1 0.2
H 0.44710 2.28359 0.83506 0.0 -0.1 0.0
H -1.01538 0.15522 1.83147 0.2 0.3 -0.3
H -1.63852 0.84074 4.26502 -0.3 0.4 0.2
H -0.91502 3.42272 4.64607 0.2 0.2 -0.3
N 1.87485 -1.02570 0.30611 -0.5 -0.7 0.1
C 0.81064 -1.61975 0.91051 0.5 0.9 2.3
C -0.12163 -2.09640 0.03104 1.2 0.0 0.8
C 0.51774 -1.87552 -1.19106 0.7 0.2 -2.3
C 1.73982 -1.21253 -1.00557 -1.3 -0.8 -1.4
H 2.66449 -0.64114 0.80479 -0.2 -0.1 0.1
H 0.86853 -1.60923 1.98891 -0.5 -0.1 0.0
H -1.00670 -2.61901 0.36261 -0.1 0.0 -0.5
H 0.18215 -2.17050 -2.17430 -0.2 0.0 0.0
H 2.51150 -0.97435 -1.72264 -0.1 0.2 0.1

=====

No. 3
62
Properties=species:S:1:pos:R:3:forces:R:3 method="wB97M-V/def2-TZVPD" gap_ev="8.6 / 7.7" s2=8.770 charge=+1 e_lumo_ev="-2.65 / -4.69" max_force_ev_per_a=1.056 multiplicity=6 e_above_lowest_ev=0.265
Fe -0.00256 -0.14395 -1.29015 0.0 0.5 0.9
C -1.13938 -0.32396 0.76330 -0.4 0.0 0.2
C 0.07392 -1.02309 0.84897 0.9 0.3 -0.2
C 1.15664 0.03292 0.83410 -0.2 -0.8 -0.3
C 0.49731 1.24557 0.71644 -0.5 0.4 0.0
C -0.93056 1.05904 0.74293 0.4 0.3 -0.1
C -1.95570 2.13151 1.02870 0.0 0.0 0.0
C -1.63856 2.63246 2.45198 -0.1 0.0 0.0
C -3.37058 1.55713 0.99853 0.0 0.0 0.0
C -1.88218 3.32887 0.07224 -0.1 0.0 0.1
C 2.67691 -0.04607 1.02620 -0.1 0.0 0.1
C 2.98417 -0.75390 2.35549 0.1 0.0 0.0
C 3.43367 -0.73509 -0.11973 0.0 0.0 0.0
C 3.26090 1.36747 1.13508 0.0 0.0 0.0
C 0.08110 -2.52892 1.09941 0.0 0.1 0.0
C -1.22784 -3.14563 0.57900 0.0 -0.1 0.0
C 0.12660 -2.75591 2.62079 0.0 -0.1 0.0
C 1.22614 -3.27884 0.41741 0.0 0.0 0.0
H -2.11040 -0.78666 0.78180 0.0 -0.1 0.0
H 0.97620 2.21027 0.71145 0.0 0.0 0.0
H -1.64494 1.81202 3.16995 0.0 0.0 0.0
H -2.39406 3.35789 2.75729 0.0 0.0 0.0
H -0.66420 3.11916 2.49720 0.0 0.0 0.0
H -3.52114 0.81071 1.77842 0.0 0.0 0.0
H -3.59512 1.09629 0.03424 0.0 0.0 0.0
H -4.09470 2.35529 1.16368 0.0 0.0 0.0
H -0.85633 3.65508 -0.11420 0.0 0.0 0.0
H -2.41481 4.17525 0.50537 0.0 0.0 0.0
H -2.38406 3.10600 -0.87425 0.0 0.1 0.0
H 2.79246 -1.82188 2.31483 0.0 0.0 0.0
H 2.40343 -0.33063 3.17569 0.0 0.0 0.0
H 4.04146 -0.62256 2.58962 0.0 0.0 0.0
H 2.95419 -1.63599 -0.48967 0.0 0.0 0.0
H 4.43137 -1.01018 0.22493 0.0 0.0 0.0
H 3.57148 -0.04636 -0.95296 0.0 0.0 0.0
H 2.86818 1.91016 1.99519 0.0 0.0 0.0
H 3.07881 1.95856 0.23554 0.0 0.0 0.0
H 4.34117 1.28981 1.25879 0.0 0.0 0.0
H -2.09234 -2.82821 1.16117 0.0 0.0 0.0
H -1.16215 -4.22930 0.67447 0.0 0.0 0.0
H -1.40610 -2.91058 -0.47088 0.0 0.0 0.0
H -0.74840 -2.31137 3.09614 0.0 0.0 0.0
H 1.01550 -2.34134 3.09153 0.0 0.0 0.0
H 0.10753 -3.82878 2.81830 0.0 0.0 0.0
H 1.23747 -3.10285 -0.66180 0.0 0.0 0.0
H 1.07852 -4.34934 0.56166 0.0 0.0 0.0
H 2.20210 -3.03206 0.82298 0.0 0.0 0.0
N -0.75634 1.60268 -2.35712 0.1 0.2 -0.1
C -1.88873 1.29638 -3.27543 0.0 0.0 0.1
C -1.63306 0.04569 -4.11529 0.0 0.2 0.0
C -1.82880 -1.22669 -3.31244 0.1 -0.1 0.4
O -2.61549 -2.08359 -3.59514 0.0 0.0 -0.2
O -1.06633 -1.29463 -2.21360 -0.3 -0.4 -0.5
H -1.03369 2.36207 -1.73955 0.1 -0.2 -0.1
H 0.02090 1.97103 -2.90129 -0.1 0.0 -0.1
H -2.07855 2.15703 -3.91919 0.0 -0.1 0.0
H -2.77313 1.15376 -2.65195 0.0 0.0 0.0
H -0.61073 0.07899 -4.50444 0.0 -0.1 0.0
H -2.30692 0.02840 -4.96880 0.0 0.0 0.0
N 2.41466 -0.12684 -3.57737 -0.2 0.1 0.3
C 1.72327 -0.04533 -2.65859 0.3 -0.2 -0.4
H 3.05182 -0.20696 -4.34696 0.0 0.0 -0.1

=====

No. 4
61
Properties=species:S:1:pos:R:3:forces:R:3 method="wB97M-V/def2-TZVPD" gap_ev="5.5 / 7.1" s2=8.872 e_lumo_ev="0.40 / -0.54" max_force_ev_per_a=2.002 multiplicity=6
P 0.00162 -1.43192 -3.46151 -0.3 -0.2 -1.2
P 0.24462 1.65717 -3.27816 0.0 0.6 -1.6
C -0.25491 -0.48538 -5.05740 0.0 -0.2 0.2
C 0.42658 0.88446 -4.98639 0.1 0.0 0.4
H -1.33829 -0.38265 -5.20657 0.2 0.1 0.0
H 0.14473 -1.08943 -5.88341 -0.2 0.1 0.0
H 1.50260 0.80600 -5.19108 -0.2 -0.1 0.0
H -0.00471 1.58286 -5.71508 0.2 -0.1 0.0
C -1.41255 2.40836 -3.63398 0.0 0.0 0.3
H -1.63947 3.15626 -2.86331 -0.1 -0.2 -0.1
H -2.19224 1.63555 -3.64142 0.1 0.2 0.1
H -1.37700 2.90421 -4.61405 -0.1 -0.1 0.2
C 1.22538 3.16570 -3.66596 0.1 0.1 0.1
H 0.82563 3.64953 -4.56710 0.2 0.0 0.2
H 2.27409 2.88811 -3.83341 -0.2 0.2 0.1
H 1.15962 3.86075 -2.82052 0.1 0.0 -0.2
C -0.97592 -2.93136 -3.84902 0.0 -0.2 -0.1
H -0.82650 -3.65795 -3.04032 -0.1 0.1 -0.2
H -0.65155 -3.37178 -4.80122 -0.2 0.0 0.2
H -2.03921 -2.66457 -3.90551 0.2 -0.2 0.0
C 1.67011 -2.08982 -3.90372 0.0 0.0 0.2
H 2.41894 -1.28721 -3.88532 -0.1 -0.2 0.0
H 1.63039 -2.53069 -4.90966 0.1 0.1 0.2
H 1.94922 -2.86546 -3.17931 0.1 0.2 -0.2
Mn 0.12836 -0.09363 2.09971 -0.1 -0.5 1.7
C 0.78822 1.50435 0.76167 -1.1 1.3 -0.8
C -0.62720 1.45354 0.72972 1.4 1.2 -0.2
C -1.42152 0.78309 -0.35508 -0.5 -0.7 -0.7
C -1.78241 -0.70798 -0.10187 -0.7 0.6 -0.2
C -0.78687 -1.47961 0.70724 1.0 -1.3 -1.1
C 0.63103 -1.44284 0.49908 -1.5 -0.7 0.3
C 1.25789 -0.63014 -0.58611 -0.1 0.8 -1.0
C 1.70341 0.79827 -0.19769 0.7 -0.6 -0.3
C 0.34722 -1.56865 3.39817 0.8 -0.7 0.8
H 1.26653 2.31418 1.32432 -0.3 -0.4 0.1
H -1.19809 2.21009 1.29112 0.6 -0.4 0.1
H -0.88760 0.87825 -1.31562 -0.2 -0.1 0.6
H -2.37428 1.32089 -0.48441 0.3 0.0 0.1
H -2.75446 -0.73637 0.42365 0.4 0.0 -0.1
H -1.96397 -1.17831 -1.08358 0.1 0.0 0.1
H -1.19991 -2.31899 1.27931 0.3 0.4 -0.1
H 1.25729 -2.23411 0.92852 -0.4 0.3 0.0
H 0.53185 -0.54391 -1.42469 0.7 0.0 0.8
H 2.13385 -1.16402 -0.99261 -0.3 0.1 0.1
H 2.72181 0.75288 0.22712 -0.4 0.1 0.0
H 1.79121 1.37034 -1.13978 0.0 0.0 0.4
H 1.26342 -1.32542 3.96363 -0.4 -0.5 0.1
H 0.44299 -2.53972 2.88619 0.0 0.3 0.4
H -0.52074 -1.55951 4.07950 0.4 -0.1 -0.2
Se -0.02176 1.36097 3.91969 -0.3 1.7 0.5
C -0.18435 0.69628 5.68266 0.0 -0.6 0.8
C -1.45249 0.40846 6.22042 0.5 -0.1 0.0
C -1.56142 -0.14686 7.49562 0.5 0.1 0.1
C -0.40987 -0.37968 8.26511 -0.2 0.0 -0.4
C 0.84870 -0.05921 7.74672 -0.2 0.1 0.1
C 0.96627 0.49696 6.47560 -0.6 -0.1 -0.4
H -2.33635 0.61799 5.61990 0.2 -0.1 0.1
H -2.54455 -0.39451 7.88848 0.2 0.1 0.0
H -0.50157 -0.80856 9.26184 0.0 0.1 -0.2
H 1.74920 -0.23856 8.33372 -0.2 0.1 -0.1
H 1.93899 0.77329 6.06615 -0.2 -0.2 0.1